# 1
# C20H13Cl2IrN4O4

A structure of composition C20H13Cl2IrN4O4 (the ωB97M-V functional and the def2-TZVPD basis, OMol25).

Properties
Frontier orbital gap (alpha / beta) = 7.359 / 6.010 eV
Electronic energy = -2314.5365 hartree
<S²> = 0.7671
E_LUMO (alpha / beta) = -3.634 / -5.640 eV
Molar mass = 636.5 g/mol
Highest occupied orbital energy (alpha / beta) = -10.993 / -11.650 eV

Structure (ORCA input):
```
! RIJCOSX wB97M-V def2-TZVPD def2/J DEFGRID3
* xyz 1 2
Ir 0.574 -0.256 0.054
Cl -1.811 5.188 -3.219
C -1.180 3.637 -2.866
C -1.114 3.229 -1.561
C -0.593 1.957 -1.267
N -0.562 1.358 -0.047
C -0.911 1.933 1.167
O -1.517 2.963 1.322
C -0.416 1.120 2.346
C -0.703 1.524 3.633
C -0.208 0.775 4.692
C 0.559 -0.348 4.426
C 0.812 -0.694 3.110
N 0.331 0.026 2.096
C -0.095 1.124 -2.334
C -0.217 1.548 -3.661
C -0.743 2.788 -3.925
Cl -0.848 3.315 -5.547
N 0.379 -0.106 -1.944
C -0.138 -1.235 -2.592
O -0.194 -1.431 -3.774
C -0.803 -2.149 -1.588
C -1.452 -3.299 -1.984
C -2.176 -4.012 -1.040
C -2.238 -3.537 0.259
C -1.553 -2.381 0.591
N -0.842 -1.704 -0.314
H -1.477 3.866 -0.771
H -1.300 2.413 3.776
H -0.416 1.067 5.712
H 0.966 -0.953 5.224
H 1.410 -1.555 2.840
H 0.130 0.917 -4.464
H -1.388 -3.598 -3.021
H -2.694 -4.919 -1.319
H -2.804 -4.053 1.021
H -1.563 -1.979 1.595
C 4.497 -0.367 0.559
C 3.024 -0.365 0.361
O 2.339 -1.433 0.301
O 2.367 0.730 0.272
H 4.927 -1.272 0.138
H 4.705 -0.351 1.631
H 4.935 0.520 0.111
*
```

=====

# 2
# C48H48IIrN13OPS

A structure of composition C48H48IIrN13OPS in a non-equilibrium geometry (the ωB97M-V functional and the def2-TZVPD basis, OMol25).

Properties
Frontier orbital gap (alpha / beta) = 5.998 / 4.168 eV
Electronic energy = -3785.8371 hartree
<S²> = 0.7598
E_LUMO (alpha / beta) = -7.756 / -9.581 eV
Molar mass = 1205.2 g/mol
Highest occupied orbital energy (alpha / beta) = -13.754 / -13.748 eV

Structure (ORCA input):
```
! RIJCOSX wB97M-V def2-TZVPD def2/J DEFGRID3
* xyz 3 2
Ir -0.411 -0.210 0.324
N -0.155 2.987 -0.950
C -1.417 2.673 -0.659
N -2.344 3.588 -0.878
C -3.602 3.257 -0.594
N -4.554 4.153 -0.783
N -3.978 2.043 -0.105
C -3.008 1.197 0.061
N -1.696 1.408 -0.188
C -3.358 -0.141 0.590
C -4.669 -0.487 0.858
C -4.934 -1.731 1.405
C -3.873 -2.587 1.654
C -2.590 -2.178 1.344
N -2.330 -0.974 0.816
H 0.021 3.942 -1.220
H 0.569 2.433 -0.518
H -4.322 5.054 -1.170
H -5.511 3.930 -0.566
H -5.448 0.230 0.643
H -5.949 -2.027 1.632
H -4.028 -3.565 2.087
H -1.751 -2.834 1.514
C 4.975 -2.131 -1.871
C 4.089 -1.221 -2.728
C 2.806 -0.945 -2.078
N 1.812 -0.725 -1.539
H 5.894 -2.346 -2.411
H 4.480 -3.077 -1.653
H 5.240 -1.644 -0.932
H 3.879 -1.671 -3.700
H 4.576 -0.262 -2.908
N 0.866 0.988 0.783
P 2.298 1.250 1.566
C 3.602 1.641 0.394
C 4.925 1.580 0.839
C 5.958 1.940 -0.013
C 5.678 2.358 -1.307
C 4.364 2.428 -1.751
C 3.327 2.069 -0.903
C 2.943 -0.130 2.512
C 3.433 -1.230 1.800
C 3.952 -2.317 2.477
C 3.955 -2.330 3.869
C 3.457 -1.246 4.580
C 2.957 -0.141 3.904
C 2.078 2.655 2.647
C 2.932 3.754 2.563
C 2.752 4.833 3.418
C 1.733 4.812 4.356
C 0.866 3.726 4.426
C 1.019 2.656 3.561
H 5.151 1.260 1.849
H 6.981 1.900 0.337
H 6.487 2.636 -1.970
H 4.149 2.772 -2.754
H 2.309 2.124 -1.259
H 3.425 -1.221 0.716
H 4.363 -3.154 1.926
H 4.355 -3.185 4.400
H 3.481 -1.250 5.661
H 2.613 0.721 4.462
H 3.740 3.772 1.845
H 3.409 5.688 3.349
H 1.604 5.648 5.030
H 0.074 3.728 5.163
H 0.333 1.817 3.571
N -3.217 -2.884 -5.833
C -3.391 -2.784 -7.194
C -4.101 -3.562 -8.114
C -4.027 -3.159 -9.424
C -3.309 -2.006 -9.819
C -2.638 -1.232 -8.908
C -2.684 -1.630 -7.563
N -2.111 -1.049 -6.460
C -2.438 -1.821 -5.453
C -1.989 -1.549 -4.103
C -1.339 -0.336 -3.847
C -0.904 -0.051 -2.580
N -1.085 -0.896 -1.544
C -1.684 -2.074 -1.785
C -2.141 -2.433 -3.032
H -3.607 -3.600 -5.245
H -4.688 -4.421 -7.822
H -4.529 -3.744 -10.183
H -3.290 -1.745 -10.868
H -2.076 -0.355 -9.200
H -1.181 0.364 -4.655
H -0.387 0.872 -2.368
H -1.789 -2.753 -0.953
H -2.596 -3.406 -3.152
I 2.036 -5.867 0.467
C 1.231 -4.052 0.981
C 0.968 -3.570 2.256
N 0.454 -2.348 2.129
N 0.364 -2.002 0.828
C 0.844 -3.032 0.119
H 1.103 -4.030 3.221
H 0.156 -1.640 2.823
H 0.883 -2.996 -0.955
O -0.765 -0.234 3.275
S -1.932 -0.238 4.270
C -2.973 1.207 3.896
C -2.691 2.287 4.938
C -2.318 1.553 6.227
C -1.324 0.469 5.826
H -4.005 0.857 3.936
H -2.734 1.501 2.874
H -3.560 2.929 5.076
H -1.866 2.915 4.600
H -3.205 1.105 6.676
H -1.881 2.219 6.971
H -1.229 -0.333 6.555
H -0.333 0.862 5.594
*
```

=====

# 3
# C16H40LiN2O12P

A structure of composition C16H40LiN2O12P in a non-equilibrium geometry (the ωB97M-V functional and the def2-TZVPD basis, OMol25).

Properties
Frontier orbital gap = 5.508 eV
Electronic energy = -1994.4846 hartree
E_LUMO = 0.093 eV
Molar mass = 490.4 g/mol
Highest occupied orbital energy = -5.416 eV

Structure (ORCA input):
```
! RIJCOSX wB97M-V def2-TZVPD def2/J DEFGRID3
* xyz 0 1
C 34.559 -25.595 30.742
N 33.280 -24.953 30.459
C 32.093 -25.723 30.832
C 32.982 -23.685 31.281
C 33.190 -24.391 29.016
C 34.504 -23.667 28.513
O 34.290 -23.099 27.168
H 35.554 -25.022 30.547
H 34.614 -26.416 30.155
H 34.616 -25.953 31.708
H 31.951 -26.404 30.047
H 31.301 -25.245 30.642
H 32.011 -26.178 31.765
H 32.098 -23.057 30.903
H 33.710 -22.777 31.042
H 32.997 -23.912 32.378
H 32.382 -23.696 28.549
H 32.981 -25.236 28.233
H 35.235 -24.379 28.350
H 34.699 -22.745 29.080
H 33.584 -22.316 27.291
C 25.148 -25.825 31.792
N 24.817 -26.404 33.075
C 24.217 -25.403 33.942
C 23.914 -27.534 32.867
C 26.083 -26.834 33.791
C 26.965 -27.965 33.067
O 28.029 -28.220 33.936
H 24.402 -25.313 31.365
H 25.514 -26.524 30.936
H 26.181 -25.202 31.995
H 24.647 -24.480 34.246
H 23.808 -25.776 34.919
H 23.132 -25.087 33.528
H 22.737 -27.252 32.929
H 23.715 -28.205 33.841
H 24.150 -28.230 31.999
H 25.824 -27.037 34.903
H 26.829 -26.007 33.883
H 27.224 -27.532 32.295
H 26.423 -28.655 32.558
H 28.646 -27.303 33.759
Li 31.058 -25.782 34.319
P 29.275 -25.086 32.743
O 30.634 -24.609 32.960
O 29.395 -26.041 33.973
O 29.234 -25.731 31.409
O 28.218 -24.138 32.993
C 32.362 -29.625 34.207
O 33.323 -29.295 35.221
C 33.528 -28.108 35.703
O 32.843 -27.121 35.233
O 34.394 -27.787 36.623
C 34.707 -26.485 37.088
H 32.280 -30.755 33.654
H 31.970 -28.773 33.601
H 31.348 -29.530 34.651
H 35.073 -25.972 36.202
H 35.229 -26.384 38.038
H 33.626 -26.053 37.526
C 31.297 -23.573 36.272
O 32.275 -24.255 35.551
C 33.368 -23.653 35.164
O 33.619 -22.471 35.627
O 34.263 -24.172 34.303
C 35.460 -23.517 33.839
H 30.348 -24.210 36.301
H 31.122 -22.643 35.931
H 31.568 -23.246 37.268
H 35.326 -22.638 33.354
H 36.051 -24.217 32.895
H 36.258 -23.198 34.748
*
```

=====

# 4
# C30H64BClN3O7S

A cluster of 3 separate species, C30H64BClN3O7S in total in a non-equilibrium geometry (the ωB97M-V functional and the def2-TZVPD basis, OMol25).

Properties
Frontier orbital gap = 7.065 eV
Electronic energy = -2755.6894 hartree
E_LUMO = 2.582 eV
Molar mass = 657.2 g/mol
Highest occupied orbital energy = -4.482 eV

Structure (ORCA input):
```
! RIJCOSX wB97M-V def2-TZVPD def2/J DEFGRID3
* xyz -1 1
C -2.538 -0.719 4.158
C -1.794 0.559 4.634
O -1.666 1.477 3.584
C -0.370 2.044 3.449
C 0.462 1.358 2.386
O -0.097 1.514 1.118
C -0.229 0.301 0.424
O 0.919 -0.388 0.090
B 0.434 -1.366 -0.892
S 1.445 -1.319 -2.605
C 0.591 -2.916 -0.408
C -0.319 -3.914 -1.137
C 0.103 -5.371 -0.769
C -0.958 -6.116 0.066
O -1.379 -5.291 1.171
C -0.508 -5.336 2.198
O -0.523 -6.182 3.000
O -0.898 -0.933 -1.345
C -1.351 0.234 -0.731
C -2.612 0.011 0.112
C -3.932 0.286 -0.577
O -4.255 1.375 -0.844
N -4.864 -0.793 -0.874
C -5.668 -0.933 0.378
C -4.169 -2.055 -1.157
C -1.187 1.581 -1.471
Cl 0.516 1.977 -1.895
C -2.041 1.780 -2.745
C -2.410 0.504 -3.500
H -3.315 -1.002 4.867
H -2.980 -0.480 3.192
H -1.853 -1.562 4.107
H -0.838 0.230 5.053
H -2.373 0.959 5.475
H -0.499 3.105 3.222
H 0.186 2.005 4.392
H 0.607 0.315 2.687
H 1.451 1.833 2.419
H -0.691 -0.374 1.190
H 2.722 -0.965 -2.349
H 1.619 -3.206 -0.632
H 0.503 -3.004 0.686
H -0.136 -3.821 -2.206
H -1.363 -3.756 -0.869
H 1.021 -5.380 -0.179
H 0.294 -5.934 -1.686
H -0.525 -7.055 0.418
H -1.821 -6.346 -0.550
H 0.247 -4.546 2.299
H -2.559 0.723 0.942
H -2.598 -0.967 0.577
H -6.629 -0.447 0.218
H -5.765 -1.971 0.685
H -5.198 -0.372 1.194
H -3.520 -2.005 -2.027
H -3.611 -2.472 -0.309
H -4.940 -2.794 -1.394
H -1.495 2.346 -0.763
H -2.928 2.383 -2.564
H -1.440 2.377 -3.431
H -3.147 0.717 -4.277
H -2.809 -0.279 -2.864
H -1.538 0.101 -4.013
C -2.271 8.631 1.982
C -2.717 7.575 0.980
N -1.698 6.592 0.671
C -2.055 5.732 -0.450
C -3.257 4.797 -0.284
C -1.107 5.912 1.812
C -2.040 5.112 2.732
H -1.390 9.166 1.622
H -3.071 9.359 2.129
H -2.042 8.202 2.958
H -2.985 8.093 0.054
H -3.642 7.110 1.356
H -1.181 5.136 -0.728
H -2.244 6.377 -1.315
H -3.014 3.931 0.329
H -3.559 4.413 -1.260
H -4.124 5.299 0.149
H -0.584 6.656 2.420
H -0.313 5.251 1.453
H -2.974 5.638 2.936
H -1.549 4.940 3.693
H -2.276 4.131 2.321
C 4.303 -4.019 -1.829
C 5.251 -2.833 -1.890
N 6.526 -3.057 -1.222
C 7.318 -1.846 -1.091
C 7.827 -1.170 -2.371
C 7.257 -4.240 -1.637
C 7.656 -4.356 -3.115
H 4.088 -4.297 -0.795
H 3.360 -3.753 -2.310
H 4.699 -4.894 -2.351
H 4.752 -1.991 -1.404
H 5.384 -2.550 -2.945
H 8.173 -2.053 -0.439
H 6.714 -1.116 -0.543
H 8.677 -1.700 -2.799
H 8.171 -0.159 -2.139
H 7.051 -1.081 -3.131
H 6.660 -5.117 -1.377
H 8.155 -4.332 -1.019
H 6.856 -4.043 -3.786
H 7.890 -5.397 -3.351
H 8.549 -3.774 -3.343
*
```

=====

# 5
# C33H86N2O11

A cluster of 9 separate species, C33H86N2O11 in total in a non-equilibrium geometry (the ωB97M-V functional and the def2-TZVPD basis, OMol25).

Properties
Frontier orbital gap = 9.634 eV
SMILES = COCCNCCOC.COCCNCCOC.CC(C)O.CC(C)O.CC(C)O.CC(C)O.CC(C)O.CC(C)O.CC(C)O
Electronic energy = -2245.9343 hartree
E_LUMO = 0.517 eV
Molar mass = 687.1 g/mol
Highest occupied orbital energy = -9.117 eV

Structure (ORCA input):
```
! RIJCOSX wB97M-V def2-TZVPD def2/J DEFGRID3
* xyz 0 1
C -0.279 -4.685 3.453
O -0.387 -5.122 2.145
C 0.078 -4.113 1.251
C -0.018 -4.663 -0.173
N -1.253 -5.386 -0.347
C -1.297 -6.003 -1.730
C -2.476 -6.999 -1.820
O -2.251 -7.945 -0.754
C -3.192 -9.004 -0.906
H 0.644 -4.159 3.642
H -0.434 -5.570 4.045
H -1.077 -3.957 3.618
H 1.096 -3.862 1.444
H -0.505 -3.186 1.388
H 0.817 -5.372 -0.363
H 0.075 -3.850 -0.914
H -1.360 -6.182 0.294
H -0.374 -6.541 -1.849
H -1.303 -5.153 -2.415
H -2.450 -7.471 -2.805
H -3.452 -6.439 -1.730
H -2.960 -9.716 -0.152
H -3.067 -9.395 -1.934
H -4.199 -8.634 -0.681
C -4.357 2.582 -1.244
O -3.708 2.151 -2.423
C -2.393 2.716 -2.442
C -1.630 2.301 -3.686
N -1.377 0.867 -3.630
C -0.892 0.303 -4.904
C -2.101 -0.102 -5.833
O -3.057 -0.903 -5.139
C -2.597 -2.191 -4.850
H -5.318 2.084 -1.277
H -4.472 3.679 -1.165
H -3.808 2.186 -0.357
H -1.934 2.538 -1.463
H -2.512 3.775 -2.472
H -0.641 2.824 -3.592
H -2.196 2.659 -4.587
H -2.245 0.340 -3.458
H -0.288 -0.555 -4.659
H -0.246 1.078 -5.334
H -1.714 -0.628 -6.720
H -2.709 0.749 -6.169
H -2.169 -2.674 -5.755
H -3.482 -2.744 -4.509
H -1.784 -2.266 -4.088
C 1.481 4.011 4.881
C 1.782 3.223 6.159
C 0.755 2.187 6.389
O 3.042 2.566 6.174
H 2.269 4.725 4.672
H 0.473 4.490 4.871
H 1.494 3.356 4.014
H 1.741 3.929 6.993
H -0.170 2.625 6.651
H 1.095 1.533 7.209
H 0.573 1.586 5.500
H 3.675 3.138 5.722
C 2.595 -1.528 2.758
C 3.892 -1.347 3.495
C 4.297 0.129 3.560
O 3.869 -1.923 4.804
H 1.765 -1.088 3.357
H 2.355 -2.559 2.601
H 2.762 -1.023 1.769
H 4.584 -1.927 2.898
H 4.162 0.588 2.575
H 5.260 0.253 3.998
H 3.716 0.611 4.327
H 3.080 -1.589 5.273
C -1.178 3.619 1.664
C -2.058 4.887 1.442
C -1.381 6.087 2.053
O -2.334 5.127 0.025
H -1.638 2.730 1.238
H -1.074 3.430 2.758
H -0.204 3.798 1.201
H -3.048 4.758 1.903
H -2.042 6.957 2.081
H -0.473 6.329 1.471
H -1.152 5.732 3.026
H -1.456 5.038 -0.402
C 3.942 0.574 -2.317
C 5.045 0.959 -1.364
C 5.218 -0.032 -0.203
O 6.221 0.967 -2.130
H 4.174 -0.397 -2.787
H 3.816 1.337 -3.051
H 2.929 0.491 -1.807
H 4.882 1.974 -0.980
H 5.507 -0.979 -0.672
H 4.350 -0.085 0.476
H 6.099 0.264 0.366
H 7.038 0.758 -1.671
C 2.195 5.092 -0.093
C 1.476 4.764 -1.380
C 2.367 3.933 -2.389
O 0.268 4.090 -1.085
H 2.441 4.216 0.489
H 1.691 5.819 0.522
H 3.214 5.518 -0.234
H 1.209 5.691 -1.948
H 1.787 3.624 -3.285
H 2.804 3.110 -1.940
H 3.162 4.586 -2.821
H 0.375 3.092 -1.223
C -4.506 -1.525 -1.511
C -3.277 -2.216 -0.984
C -3.173 -1.886 0.510
O -3.398 -3.625 -1.160
H -5.337 -2.025 -0.968
H -4.707 -1.661 -2.577
H -4.524 -0.417 -1.306
H -2.305 -1.816 -1.413
H -2.407 -2.383 1.084
H -4.147 -2.041 0.962
H -3.001 -0.806 0.582
H -2.715 -4.095 -0.635
C 0.421 -0.906 -0.731
C 0.145 0.530 -0.346
C 0.982 1.041 0.825
O 0.480 1.361 -1.466
H 0.154 -1.623 0.018
H 1.492 -1.121 -0.871
H -0.044 -1.050 -1.715
H -0.899 0.667 -0.201
H 2.051 0.852 0.773
H 0.620 0.481 1.715
H 0.742 2.064 1.082
H -0.108 1.012 -2.204
*
```

=====

# 6
# C2H2O3Tm

A structure of composition C2H2O3Tm in a non-equilibrium geometry (the ωB97M-V functional and the def2-TZVPD basis, OMol25).

Properties
Frontier orbital gap (alpha / beta) = 7.339 / 6.458 eV
Electronic energy = -1386.5131 hartree
<S²> = 2.0673
E_LUMO (alpha / beta) = -17.546 / -17.620 eV
Molar mass = 243.0 g/mol
Highest occupied orbital energy (alpha / beta) = -24.885 / -24.078 eV

Structure (ORCA input):
```
! RIJCOSX wB97M-V def2-TZVPD def2/J DEFGRID3
* xyz 3 3
H -1.026 0.196 1.484
O -1.015 -1.497 0.353
O 0.329 -1.553 -0.158
C -0.827 -0.047 0.433
C 0.243 -0.279 -0.499
Tm 2.978 0.130 -0.455
O -0.226 1.391 -0.129
H -0.456 1.658 -1.030
*
```

=====

Q: Which of these has the lowest molar mass?
A: C2H2O3Tm